C10H29AgClNO7 as an isolated structure in a non-equilibrium geometry, computed with wB97M-V/def2-TZVPD.

Results
Spin multiplicity ... 2
Orbital gap (spin up / spin down) ... 6.31 / 2.99 eV
Charge ... +1
Energy above the lowest of the compared OMol25 structures with the same formula, charge and spin ... 241.9 kJ/mol

CARTESIAN COORDINATES (ANGSTROEM)
Ag -29.6239 -5.2925 0.3124
Cl -31.3358 -3.1789 0.9914
C -35.1824 -6.6715 2.0112
C -35.3022 -6.0135 0.6744
C -36.4804 -5.0040 0.5783
O -36.5237 -4.1904 -0.5482
C -36.4700 -4.7651 -1.8175
N -34.0275 -5.3849 0.3119
H -34.8523 -6.0150 2.8163
H -34.6779 -7.6313 1.9010
H -36.1845 -6.9163 2.3634
H -35.5741 -6.7832 -0.0479
H -36.4503 -4.3090 1.4174
H -37.4454 -5.5088 0.6249
H -36.5539 -4.0002 -2.5895
H -37.1497 -5.6026 -1.9743
H -35.5722 -5.3832 -1.8129
H -34.4252 -4.6386 -0.2404
H -33.6901 -4.9826 1.1747
C -34.6954 -0.7383 0.3418
C -36.1446 -0.4407 -0.1331
O -37.1365 -1.2220 0.5664
O -34.0344 -1.7196 -0.4538
H -34.4853 -0.7138 1.4110
H -34.1005 0.1315 0.0631
H -36.0299 -0.4583 -1.2169
H -36.4447 0.5894 0.0593
H -37.1514 -2.0730 0.1221
H -33.3255 -2.1305 0.0464
C -30.4734 0.6222 0.1858
C -30.6658 -0.0988 -1.2260
O -29.4483 -0.3684 -1.8464
O -29.7188 -0.1829 1.0739
H -31.3757 1.0188 0.6513
H -29.9903 1.5991 0.1713
H -31.1089 0.6743 -1.8538
H -31.2136 -1.0384 -1.1549
H -28.9329 0.4199 -1.6609
H -30.2073 -1.0041 1.1665
C -33.9254 -2.5170 4.5008
C -33.0572 -3.7551 4.7373
O -32.9318 -4.4506 3.4779
O -33.1708 -1.4643 3.9361
H -34.3375 -2.0567 5.3988
H -34.6532 -2.7635 3.7278
H -33.3603 -4.4855 5.4874
H -31.9960 -3.5897 4.9231
H -32.2189 -4.0617 2.9659
H -32.5350 -1.7818 3.2907